Entry 1:
{
  "formula": "C26H43Cl2N2OPTl",
  "method": "ωB97M-V/def2-TZVPD",
  "elements": ["P", "C", "C", "C", "C", "C", "C", "C", "C", "C", "C", "C", "C", "C", "C", "C", "C", "C", "C", "H", "H", "H", "H", "H", "H", "H", "H", "H", "H", "H", "H", "H", "H", "H", "H", "H", "H", "H", "H", "H", "H", "H", "H", "H", "H", "H", "H", "H", "H", "H", "H", "H", "Tl", "Cl", "Cl", "C", "H", "C", "C", "C", "C", "C", "C", "H", "H", "H", "H", "H", "N", "C", "N", "O", "H", "H", "H", "H"],
  "coordinates": [[-1.549450, -1.768689, -1.068148], [-0.740304, -2.540083, -2.580646], [-1.196673, -3.945410, -2.984347], [-0.237043, -4.496292, -4.051436], [-0.094531, -3.551806, -5.251350], [0.262775, -2.122096, -4.839190], [-0.706827, -1.583729, -3.773702], [-3.241738, -1.115437, -1.534018], [-4.163936, -2.098015, -2.243917], [-5.569516, -1.482678, -2.372423], [-5.542683, -0.113815, -3.063313], [-4.522439, 0.850711, -2.445977], [-3.138222, 0.198308, -2.316520], [-1.858243, -3.176230, 0.109622], [-0.541897, -3.799380, 0.581465], [-0.748842, -4.950653, 1.570864], [-1.608856, -4.547795, 2.773380], [-2.904608, -3.847209, 2.348460], [-2.677622, -2.728471, 1.324422], [0.296727, -2.620220, -2.197630], [-2.224315, -3.925448, -3.381184], [-1.198362, -4.623417, -2.119277], [-0.575197, -5.485867, -4.382684], [0.750750, -4.632864, -3.587696], [0.671332, -3.936406, -5.934129], [-1.046775, -3.535131, -5.797861], [1.281135, -2.107447, -4.423428], [0.258950, -1.459398, -5.713623], [-0.387679, -0.583115, -3.452230], [-1.708965, -1.490374, -4.224140], [-3.665914, -0.867542, -0.546235], [-5.993107, -1.366088, -1.364886], [-4.222340, -3.052972, -1.701886], [-3.774697, -2.317551, -3.250752], [-6.223299, -2.172277, -2.921010], [-6.539543, 0.340248, -3.025306], [-5.293980, -0.262114, -4.122885], [-4.443999, 1.765835, -3.050448], [-4.861563, 1.150976, -1.442713], [-2.439568, 0.890156, -1.827413], [-2.744318, 0.004140, -3.323793], [-2.435979, -3.902294, -0.490644], [0.079164, -4.144047, -0.256368], [0.057295, -3.025155, 1.080805], [-1.236255, -5.778194, 1.037644], [0.233852, -5.303492, 1.910658], [-1.031176, -3.883341, 3.431774], [-1.855464, -5.440056, 3.359014], [-3.402121, -3.417460, 3.227486], [-3.589704, -4.586317, 1.909922], [-3.646980, -2.304068, 1.030225], [-2.140123, -1.910699, 1.826158], [0.083354, 0.328971, 0.054939], [-2.120159, 0.462693, 1.293512], [1.660900, -1.663820, -0.149561], [0.380478, 1.124537, -1.896360], [1.107034, 0.619266, -2.560885], [-0.041884, 2.426826, -2.248523], [-1.084244, 3.105422, -1.514378], [-1.526248, 4.358129, -1.921010], [-0.957373, 4.993155, -3.042144], [0.100220, 4.369559, -3.737606], [0.554470, 3.112009, -3.364733], [-1.508487, 2.619524, -0.624528], [-2.313260, 4.858506, -1.350639], [0.568286, 4.896094, -4.574122], [1.372876, 2.625805, -3.902139], [-1.332063, 5.970864, -3.361032], [2.732254, 1.238704, 3.548680], [2.270186, 1.813018, 2.413010], [2.960630, 2.904776, 1.993874], [1.265730, 1.376510, 1.811642], [3.516682, 1.631876, 4.052122], [2.288276, 0.398705, 3.884641], [2.667640, 3.381218, 1.159148], [3.714494, 3.278245, 2.555066]],
  "forces_ev_per_angstrom": [[0.1, 0.4, -0.1], [-0.2, -0.1, 0.8], [0.1, 0.0, -0.2], [0.0, 0.0, 0.1], [0.0, 0.0, 0.0], [-0.1, 0.0, 0.2], [0.2, -0.1, -0.3], [0.5, -0.4, 0.2], [-0.4, 0.1, -0.1], [0.1, -0.1, 0.1], [0.1, 0.0, 0.0], [0.1, -0.1, 0.1], [-0.1, 0.2, 0.0], [-0.5, -0.3, -0.6], [0.2, 0.0, 0.3], [-0.2, 0.0, -0.2], [0.0, 0.1, -0.1], [0.0, -0.1, -0.3], [0.1, 0.2, 0.4], [-0.3, 0.0, -0.2], [0.2, 0.0, 0.1], [0.0, 0.1, -0.2], [0.1, 0.1, 0.0], [-0.1, 0.0, 0.0], [-0.1, 0.0, 0.0], [0.1, 0.0, 0.0], [-0.1, 0.0, -0.1], [0.0, -0.1, 0.1], [-0.2, -0.2, 0.0], [0.2, -0.1, 0.1], [0.0, -0.1, -0.3], [0.0, 0.0, -0.1], [0.0, 0.1, -0.1], [0.0, 0.0, 0.2], [0.0, 0.1, 0.1], [0.0, -0.1, -0.1], [0.0, 0.0, 0.1], [-0.1, -0.2, 0.2], [0.0, 0.0, -0.1], [-0.2, -0.2, -0.2], [-0.1, 0.1, 0.2], [0.0, -0.2, 0.4], [-0.2, 0.1, 0.1], [-0.2, -0.2, -0.2], [0.0, -0.1, 0.1], [-0.2, 0.0, -0.1], [-0.1, 0.0, -0.1], [0.1, 0.1, 0.1], [0.0, -0.1, -0.1], [0.0, 0.0, 0.1], [0.2, -0.1, 0.0], [-0.1, -0.3, -0.2], [-0.6, -0.1, -1.9], [0.3, 0.6, 0.5], [0.9, 0.0, 0.4], [0.1, 0.5, -0.5], [-0.1, 0.3, 0.9], [0.2, -0.4, 0.6], [0.4, 0.5, -0.4], [0.4, -0.3, -0.1], [0.0, 0.2, -0.1], [-0.4, -0.1, 0.3], [-0.6, 0.3, 0.1], [0.1, 0.3, -0.4], [0.2, -0.1, -0.2], [-0.1, -0.2, 0.2], [-0.2, 0.2, 0.2], [0.2, -0.3, 0.1], [0.3, 0.0, 0.4], [-1.3, -0.4, -0.9], [0.2, 0.0, 0.3], [1.6, 0.8, 1.4], [-0.3, -0.3, -0.2], [0.0, 0.2, -0.1], [-0.1, -0.1, 0.0], [-0.3, -0.1, -0.4]],
  "lowdin_charge": [1.004, -0.435, -0.208, -0.205, -0.216, -0.197, -0.213, -0.455, -0.210, -0.205, -0.214, -0.191, -0.210, -0.451, -0.274, -0.203, -0.213, -0.204, -0.255, 0.057, 0.104, 0.094, 0.101, 0.114, 0.100, 0.108, 0.117, 0.107, 0.075, 0.103, 0.066, 0.111, 0.104, 0.102, 0.100, 0.099, 0.109, 0.111, 0.115, 0.066, 0.103, 0.099, 0.089, 0.033, 0.107, 0.106, 0.111, 0.097, 0.105, 0.107, 0.098, 0.031, 0.402, 0.007, -0.048, -0.310, 0.011, -0.407, -0.119, -0.141, -0.173, -0.152, -0.095, 0.052, 0.087, 0.082, 0.091, 0.067, 0.164, -0.614, 0.172, -0.114, 0.102, 0.118, 0.120, 0.102],
  "lumo_ev": 2.1,
  "total_charge": -1
}

***

Entry 2:
{
  "formula": "C35H40CdN4O6STe",
  "method": "ωB97M-V/def2-TZVPD",
  "elements": ["Cd", "O", "C", "C", "N", "C", "C", "O", "O", "C", "C", "O", "O", "H", "H", "H", "H", "H", "H", "H", "H", "H", "C", "C", "C", "C", "N", "C", "S", "N", "C", "H", "H", "H", "H", "H", "H", "H", "H", "C", "C", "C", "C", "C", "C", "Te", "N", "C", "O", "C", "C", "C", "C", "C", "C", "C", "C", "C", "C", "C", "C", "C", "C", "C", "C", "H", "H", "H", "H", "H", "H", "H", "H", "H", "H", "H", "H", "H", "H", "H", "H", "H", "H", "H", "H", "H", "H", "H"],
  "coordinates": [[1.193040, 0.952555, 1.431396], [-0.998705, 1.036672, 2.196774], [-1.188668, 2.251134, 2.903235], [-0.796178, 3.393808, 1.981444], [0.602475, 3.314434, 1.559129], [0.835990, 4.020535, 0.279388], [0.794985, 3.060772, -0.914641], [1.812159, 2.812457, -1.543721], [-0.358670, 2.509551, -1.144044], [1.535021, 3.790655, 2.579851], [2.952328, 3.218744, 2.398800], [3.893316, 3.932596, 2.717813], [3.019990, 2.010397, 1.982295], [-1.059793, 0.223110, 2.798370], [-0.604880, 2.238272, 3.830306], [-2.245513, 2.372206, 3.168535], [-0.998281, 4.358183, 2.473075], [-1.405510, 3.333643, 1.083172], [1.827398, 4.470401, 0.285964], [0.085405, 4.810076, 0.156565], [1.189640, 3.440872, 3.555059], [1.584983, 4.884782, 2.598611], [2.020043, -3.566626, 6.923414], [1.840375, -2.424770, 5.992503], [2.682566, -1.356762, 5.799683], [2.376316, -0.366778, 4.881710], [1.187666, -0.405062, 4.129319], [0.371357, -1.405152, 4.335043], [-1.166904, -1.594349, 3.553663], [0.678078, -2.419428, 5.216413], [3.265633, 0.804900, 4.653367], [2.991564, -3.502477, 7.411801], [1.968353, -4.529764, 6.400640], [1.249524, -3.590624, 7.705264], [3.600484, -1.296177, 6.371290], [-0.014785, -3.141780, 5.313584], [4.164459, 0.736867, 5.268265], [2.762247, 1.745618, 4.905775], [3.573599, 0.873585, 3.611134], [-6.391366, 1.451779, -3.479808], [-4.935535, 1.240332, -3.166008], [-4.010994, 0.991159, -4.164392], [-2.656137, 0.807756, -3.894153], [-1.777076, 0.572984, -5.100850], [-2.218727, 0.862859, -2.564444], [-0.086982, 0.647962, -2.385907], [0.676529, 0.126789, -0.594586], [1.682292, -0.742261, -0.493215], [2.107640, -1.034539, 0.647464], [2.392194, -1.336218, -1.667070], [2.586869, -2.712354, -1.719037], [3.263274, -3.272710, -2.788175], [3.774222, -2.457091, -3.792912], [3.629184, -1.080591, -3.710449], [2.941988, -0.514877, -2.643159], [-0.373470, -1.461988, -2.835027], [0.211964, -1.906421, -4.018132], [0.182695, -3.240864, -4.391285], [-0.430296, -4.157142, -3.550637], [-0.997515, -3.722551, -2.363672], [-0.984471, -2.380073, -1.978736], [-1.619141, -2.043752, -0.657805], [-3.131863, 1.097509, -1.535542], [-2.802571, 1.070920, -0.073840], [-4.471001, 1.292862, -1.861656], [-6.568179, 1.440752, -4.554918], [-6.740064, 2.408885, -3.088314], [-7.007362, 0.671614, -3.028962], [-4.340173, 0.947174, -5.197544], [-2.188311, 1.116452, -5.951473], [-1.748074, -0.487395, -5.355153], [-0.746652, 0.905371, -4.983535], [2.190863, -3.329336, -0.923186], [3.398443, -4.345487, -2.837559], [4.301067, -2.895911, -4.630910], [4.061789, -0.439563, -4.467996], [2.881735, 0.564606, -2.536439], [0.729542, -1.198801, -4.657974], [0.653758, -3.558947, -5.312774], [-0.455949, -5.208328, -3.809861], [-1.459542, -4.442580, -1.696757], [-1.121861, -2.581092, 0.152964], [-2.671179, -2.338830, -0.663839], [-1.563871, -0.992375, -0.399360], [-1.741767, 1.014096, 0.127767], [-3.282236, 0.209373, 0.393085], [-3.194330, 1.968890, 0.407354], [-5.170456, 1.474882, -1.051825]],
  "forces_ev_per_angstrom": [[-0.1, -0.1, 1.0], [0.3, 0.2, 0.3], [-0.1, -0.1, 0.0], [0.0, 0.0, 0.1], [0.0, 0.0, -0.2], [0.0, -0.1, -0.1], [-0.4, 0.0, 0.1], [0.2, 0.0, -0.1], [0.0, 0.3, 0.1], [0.0, 0.0, 0.0], [0.1, -0.1, 0.0], [0.0, 0.1, 0.0], [-0.1, 0.2, -0.4], [-0.2, 0.0, -0.1], [0.0, 0.1, 0.0], [0.0, 0.0, 0.0], [0.0, 0.0, 0.0], [-0.1, 0.0, -0.1], [0.0, 0.0, 0.1], [0.1, 0.0, -0.1], [0.0, 0.0, 0.0], [0.0, 0.0, 0.0], [0.0, 0.0, 0.0], [0.1, -0.1, 0.0], [0.0, 0.0, 0.0], [0.0, 0.0, 0.0], [0.1, 0.1, -0.1], [-0.1, -0.1, -0.2], [0.1, 0.0, 0.0], [-0.1, 0.0, 0.0], [0.1, -0.1, 0.1], [0.0, 0.0, 0.0], [0.0, 0.0, 0.0], [0.0, 0.0, 0.0], [0.0, 0.0, 0.0], [0.0, 0.0, 0.0], [0.0, 0.0, 0.1], [0.0, 0.0, -0.1], [0.0, 0.0, 0.1], [0.0, 0.0, 0.0], [0.0, 0.0, 0.0], [0.0, 0.0, 0.0], [-0.1, 0.2, -0.1], [0.0, 0.0, 0.0], [0.2, 0.0, 0.1], [0.0, -0.4, 0.3], [-0.2, 0.2, -0.5], [-0.1, -0.2, -0.3], [0.2, 0.0, 0.0], [0.1, -0.1, 0.1], [-0.1, 0.0, -0.1], [0.0, 0.1, 0.0], [0.0, 0.0, 0.0], [0.0, 0.0, 0.0], [0.1, 0.1, 0.0], [0.1, 0.1, 0.0], [-0.1, 0.0, -0.1], [0.0, 0.1, 0.0], [0.0, 0.0, 0.0], [0.0, -0.1, 0.0], [0.0, -0.2, -0.1], [0.0, 0.1, 0.1], [-0.2, -0.2, 0.1], [0.1, 0.1, -0.2], [0.0, 0.0, -0.1], [0.0, 0.0, 0.0], [0.0, 0.0, 0.0], [0.0, 0.0, 0.0], [0.0, 0.0, 0.0], [0.0, 0.0, 0.0], [0.0, 0.0, 0.0], [0.0, 0.0, 0.0], [0.0, 0.0, 0.0], [0.0, 0.0, 0.0], [0.0, 0.0, 0.0], [0.0, 0.0, 0.0], [-0.1, 0.0, 0.0], [0.0, 0.0, 0.0], [0.0, 0.0, 0.0], [0.0, 0.0, 0.0], [0.0, 0.0, 0.0], [0.0, 0.0, 0.0], [0.0, 0.0, 0.0], [0.1, -0.1, -0.1], [0.0, 0.0, 0.0], [0.0, 0.0, 0.1], [0.0, 0.0, 0.1], [0.0, 0.0, 0.0]],
  "lowdin_charge": [1.482, -0.272, -0.242, -0.183, -0.218, -0.078, -0.674, -0.007, -0.262, -0.123, -0.694, 0.018, -0.173, -0.096, 0.111, 0.121, 0.130, 0.103, 0.131, 0.130, 0.117, 0.127, -0.074, -0.324, -0.041, -0.331, 0.038, -0.840, 0.534, 0.033, -0.066, 0.070, 0.071, 0.070, 0.105, 0.095, 0.073, 0.074, 0.051, -0.054, -0.270, -0.025, -0.288, -0.084, -0.264, 1.928, -0.255, -0.638, -0.061, -0.191, -0.020, -0.080, -0.096, -0.083, -0.072, -0.339, -0.167, -0.100, -0.090, -0.054, -0.278, -0.045, -0.263, -0.075, -0.013, 0.070, 0.078, 0.079, 0.113, 0.079, 0.082, 0.031, 0.126, 0.103, 0.096, 0.102, 0.097, 0.094, 0.101, 0.097, 0.113, 0.087, 0.094, 0.020, 0.017, 0.097, 0.091, 0.124],
  "lumo_ev": [2.1, 2.1],
  "spin_multiplicity": 2,
  "total_charge": -1,
  "e_above_lowest_kcal_mol": 33.6
}